Entry 1:
Entry from the Open Molecules 2025 dataset: C3H5NS2 in the gas phase (ωB97M-V/def2-TZVPD).

Bonds (Å) are listed after each position.
Geometry (Å):
1 S 2.4034 -1.0590 0.0561  N2 1.749, H7 1.362
2 N 1.6883 0.4374 -0.4983  S1 1.749, C3 1.261
3 C 0.5045 0.7943 -0.2488  N2 1.261, C4 1.496, H8 1.082
4 C -0.4655 -0.0955 0.4616  C3 1.496, C5 1.514, S6 1.763, H9 1.065
5 C -1.8990 0.0717 0.0054  C4 1.514, S6 1.813, H10 1.070, H11 1.099
6 S -1.1111 -1.5218 -0.3494  C4 1.763, C5 1.813
7 H 3.6580 -0.8514 -0.4316  S1 1.362
8 H 0.3048 1.8351 -0.4655  C3 1.082
9 H -0.3567 -0.2308 1.5122  C4 1.065
10 H -2.5105 0.0562 0.8832  C5 1.070
11 H -2.2162 0.5639 -0.9250  C5 1.099

The structure (SMILES) is S/N=C\[C@H]1CS1. The value obtained for the HOMO energy is -9.03 eV. The molar mass is 119.2 g/mol. As for the energy above the lowest of the compared OMol25 structures with the same formula, charge and spin: 48.4 kcal per mole. The value obtained for the HOMO-LUMO gap is 9.7 eV.

Entry 2:
Entry from the Open Molecules 2025 dataset: C3H5NS2 in the gas phase (ωB97M-V/def2-TZVPD).

Bonds (Å) are listed after each position.
Geometry (Å):
1 C 2.3115 -0.8324 -0.3891  N2 1.285, H7 1.126, H8 1.205
2 N 1.2823 -0.3993 0.2476  C1 1.285, S3 1.756
3 S 0.6196 1.0930 -0.3980  N2 1.756, C4 1.735
4 C -0.9418 0.9112 0.3370  S3 1.735, C5 1.587, H9 1.167, H10 1.049
5 C -1.8831 -0.3294 0.0293  C4 1.587, S6 1.644, H11 1.080
6 S -3.4636 -0.1272 -0.3750  C5 1.644
7 H 2.8817 -0.1587 -1.0877  C1 1.126
8 H 3.0652 -1.7377 -0.1366  C1 1.205
9 H -1.6663 1.7670 0.0126  C4 1.167
10 H -0.8217 1.0308 1.3717  C4 1.049
11 H -1.3838 -1.2173 0.3882  C5 1.080

The structure (SMILES) is C=NSCC=S. The value obtained for the HOMO energy is -8.69 eV. The molar mass is 119.2 g/mol. As for the energy above the lowest of the compared OMol25 structures with the same formula, charge and spin: 68.3 kcal per mole. The value obtained for the HOMO-LUMO gap is 8.2 eV.

Entry 3:
Entry from the Open Molecules 2025 dataset: 2 unconnected molecules or ions with the total composition C3H5NSe (ωB97M-V/def2-TZVPD).

Bonds (Å) are listed after each position.
Geometry (Å):
1 C 3.6671 -1.6275 0.3254  Se2 1.769, H3 1.054, H4 1.190
2 Se 2.4613 -0.4022 -0.0907  C1 1.769
3 H 3.8662 -2.3180 -0.4454  C1 1.054
4 H 4.3754 -1.5575 1.2792  C1 1.190
5 C -1.8772 1.5746 0.3908  C6 1.310, H8 1.110, H9 1.114
6 C -2.6834 0.8183 -0.3112  C5 1.310, N7 1.223
7 N -3.5480 0.1926 -0.9089  C6 1.223, H10 0.962
8 H -1.5454 2.6018 0.1340  C5 1.110
9 H -1.2785 1.1715 1.2395  C5 1.114
10 H -3.4375 -0.4538 -1.6126  N7 0.962

The structure (SMILES) is C=[Se].C=C=N. The value obtained for the HOMO energy (alpha / beta) is -8.68 / -8.68 eV. The molar mass is 134.0 g/mol. As for the energy above the lowest of the compared OMol25 structures with the same formula, charge and spin: 52.3 kcal per mole. The value obtained for the HOMO-LUMO gap (alpha / beta) is 7.8 / 7.8 eV.